{
  "formula": "C5H31N3O9",
  "method": "ωB97M-V/def2-TZVPD",
  "relative_energy_kcal_mol": 0.0,
  "homo_lumo_gap_ev": 9.47,
  "energy_ha": -1050.5562,
  "smiles": "[H]/N=C(\\N)NCCCC.O.O.O.O.O.O.O.O.O",
  "spin_multiplicity": 1,
  "elements": ["H", "N", "C", "N", "N", "C", "C", "C", "C", "H", "H", "H", "H", "H", "H", "H", "H", "H", "H", "H", "H", "O", "H", "H", "O", "H", "H", "O", "H", "H", "O", "H", "H", "O", "H", "H", "O", "H", "H", "O", "H", "H", "O", "H", "H", "O", "H", "H"],
  "xyz": [[1.61, 2.67, 1.57], [1.07, 1.88, 1.24], [-0.17, 2.00, 1.51], [-0.82, 3.09, 2.12], [-1.03, 1.01, 1.17], [-0.50, -0.33, 0.85], [-1.36, -1.46, 1.39], [-0.81, -2.11, 2.68], [0.05, -3.29, 2.21], [-1.37, 3.67, 1.50], [-0.20, 3.67, 2.66], [-2.02, 1.00, 1.36], [0.47, -0.40, 1.34], [-0.30, -0.33, -0.23], [-2.39, -1.13, 1.50], [-1.40, -2.25, 0.65], [-1.65, -2.38, 3.31], [-0.18, -1.48, 3.28], [0.73, -2.99, 1.43], [0.74, -3.73, 2.95], [-0.58, -4.10, 1.84], [-1.14, -0.05, -4.10], [-1.65, 0.78, -4.07], [-1.16, -0.32, -3.17], [-1.41, 4.16, -0.62], [-1.57, 4.52, -1.51], [-0.49, 3.86, -0.70], [2.21, -1.40, 3.36], [1.55, -1.01, 3.94], [2.89, -0.72, 3.29], [1.85, -1.82, -2.12], [2.67, -2.28, -2.34], [2.09, -1.32, -1.31], [1.53, 0.46, -3.70], [1.70, -0.29, -3.10], [0.55, 0.33, -3.79], [2.62, -0.95, 0.25], [2.79, -0.18, 0.81], [2.30, -1.62, 0.86], [-1.52, -1.99, -2.06], [-0.71, -2.50, -2.15], [-2.10, -2.18, -2.80], [-2.25, 1.76, -2.23], [-1.71, 1.15, -1.72], [-1.69, 2.55, -2.17], [0.78, 2.39, -1.77], [0.93, 1.90, -0.94], [1.05, 1.76, -2.49]]
}